Formula: C31H36F3N2O3SbSe4SiTc
Source: the OMol25 dataset
Level of theory: the ωB97M-V functional and the def2-TZVPD basis

```
82
Properties=species:S:1:pos:R:3
Tc 10.95974 15.14763 11.97986
C 9.52660 13.07945 9.23567
C 8.86035 13.08313 10.56997
C 7.59955 12.51642 10.70837
C 6.94758 12.55106 11.94763
C 7.54075 13.27135 12.94224
C 8.84582 13.85122 12.76666
N 9.49992 13.64550 11.60410
N 9.57909 14.58128 13.61167
Si 8.85930 15.34923 15.03496
C 8.10658 14.04996 16.17271
C 10.24222 16.19593 15.92815
C 7.53263 16.61354 14.44297
H 9.08600 12.35147 8.53276
H 10.58356 12.87881 9.36708
H 9.38071 14.09565 8.78040
H 7.12281 12.04754 9.86302
H 5.98228 12.07650 12.10276
H 7.11698 13.42334 13.89362
H 8.83157 13.26798 16.34260
H 7.19619 13.60693 15.85280
H 7.92373 14.51139 17.16088
H 11.00435 15.49672 16.26626
H 9.93961 16.77849 16.79401
H 10.73112 16.89689 15.23812
H 6.67973 16.07964 14.00321
H 7.94009 17.27990 13.61888
H 7.16054 17.28439 15.23860
Se 15.89953 18.24656 14.36493
Sb 13.82119 17.10874 14.70147
Se 13.19002 15.00380 13.18007
Se 11.29557 17.62726 12.62629
Se 13.74200 14.55000 15.47106
C 6.15157 19.46048 6.24123
C 7.00530 18.84962 7.35159
C 8.37898 19.00925 7.34841
C 9.17012 18.48295 8.38270
C 10.65900 18.78574 8.35992
C 8.56706 17.80892 9.43729
C 7.16133 17.59739 9.44402
C 6.50008 16.69822 10.47236
C 6.42508 18.17044 8.42207
C 9.43000 17.24535 10.55702
O 10.23752 18.13250 11.07291
O 9.32768 16.07050 10.91546
H 6.80571 19.91422 5.47740
H 5.54267 20.29810 6.63332
H 5.45804 18.75938 5.76269
H 8.86010 19.54638 6.54998
H 10.95283 19.21068 7.40898
H 11.32763 17.91736 8.53158
H 10.95237 19.51226 9.14928
H 6.67050 17.10127 11.47946
H 6.96783 15.73182 10.43078
H 5.44906 16.68665 10.28916
H 5.35640 18.02770 8.41526
C 11.80417 15.34005 7.84947
O 11.21698 15.57750 9.13958
C 11.92568 15.61802 10.26421
C 13.34257 16.04742 10.10244
H 12.68710 15.97524 7.72555
H 11.05081 15.57529 7.10138
H 12.05406 14.28792 7.80447
H 13.95790 15.15601 10.10451
H 13.61856 16.61077 10.97690
H 13.60211 16.62788 9.20955
F 15.14864 6.80866 9.26454
C 14.62958 7.75459 8.43258
F 15.56258 8.07374 7.52609
F 13.64515 7.13568 7.71815
C 14.13898 8.96974 9.12546
C 14.94251 10.09194 9.18750
C 14.46304 11.24238 9.81383
C 13.16803 11.30056 10.33319
C 12.41905 10.12090 10.30897
C 12.88104 8.95442 9.72988
C 12.61850 12.51346 10.88353
C 12.09319 13.54134 11.25757
H 15.91017 10.08651 8.73588
H 15.04050 12.16168 9.87196
H 11.41154 10.15219 10.73354
H 12.22449 8.07934 9.72421
```

As for the net charge: -1. The multiplicity is 1. As for the HOMO energy: -4.49 eV. The calculation puts the HOMO-LUMO gap at 6.55 eV.

---

Formula: C10H14ClN4O8SSeSr
Source: the OMol25 dataset
Level of theory: the ωB97M-V functional and the def2-TZVPD basis

```
40
Properties=species:S:1:pos:R:3
Sr 0.22349 -1.07203 -0.65830
Cl -7.25984 0.72288 -1.28673
C -5.51349 0.72218 -1.29088
C -4.81882 1.90022 -0.97164
C -3.45303 1.91409 -0.96392
C -2.66699 0.75056 -1.24506
O -1.39490 0.81286 -1.16477
C -3.40632 -0.42070 -1.61802
C -2.80238 -1.64198 -2.09372
O -1.60907 -1.89567 -2.23074
C -4.81733 -0.40334 -1.61736
H -5.37643 2.79776 -0.73505
H -2.91376 2.82128 -0.72057
H -3.52629 -2.40913 -2.42375
H -5.35100 -1.30588 -1.89249
C 3.72399 -1.15161 3.03772
O 2.60681 -0.32526 2.66038
C 2.26935 -0.19910 1.38032
O 1.26605 0.45194 1.11066
N 3.13664 -0.74704 0.47029
N 2.83126 -0.54305 -0.90746
H 3.79872 -1.04776 4.11613
H 4.63731 -0.79378 2.56245
H 3.53020 -2.18927 2.76689
H 3.34347 -1.74393 0.68751
H 2.77031 -1.47355 -1.33062
H 3.60342 -0.04806 -1.33323
N 0.13201 2.96624 0.07597
C 1.42419 3.34375 0.11222
N 1.97996 3.39303 1.35454
S 2.28584 3.79197 -1.24686
H -0.23725 2.46787 0.87252
H -0.22350 2.59563 -0.79528
H 1.63528 2.73780 2.04117
H 2.97224 3.55094 1.35574
O 2.91343 -3.44637 1.06844
Se 1.44383 -3.74816 0.40677
O 0.35487 -2.70960 1.13530
O 1.52223 -3.15848 -1.16267
O 0.96550 -5.26727 0.47412
```

As for the net charge: -1. The multiplicity is 1. As for the HOMO energy: -5.77 eV. The calculation puts the HOMO-LUMO gap at 8.09 eV.

---

| no. | E (eV) |
| --- | --- |
| 1 | -328009.29864 |
| 2 | -122482.01785 |